Below is C4H4N2O in the gas phase in a non-equilibrium geometry, with properties calculated with wB97M-V/def2-TZVPD.

```
11
Properties=species:S:1:pos:R:3
O -0.47089 1.24076 -0.28132
N -2.65007 -0.83808 1.03577
N -1.63503 0.67975 -0.67259
C 1.18689 -0.93224 -1.26263
C 1.37883 -0.39830 -0.21125
C 0.32974 0.65933 0.58658
C -2.16032 -0.17886 0.18438
H 0.51322 -1.23103 -2.15123
H 0.12035 -0.09577 1.35725
H 1.09045 1.30121 1.07228
H 2.29684 -0.20678 0.34276
```

Maximum force in eV/A: 9.18
ΔE to the lowest compared entry with this formula, charge and spin in kJ/mol: 796.0
DFT total energy in Ha: -339.2785
LUMO level (alpha / beta) in eV: -1.93 / -0.79

Charges computed using Löwdin, reported in e: -0.08 0.16 0.09 0.11 -0.19 -0.21 -0.33 0.10 0.12 0.13 0.10